Here is a 4-piece molecular cluster, C17H23N6O2PS overall from the Open Molecules 2025 dataset. Energies are from ωB97M-V/def2-TZVPD.

Relative energy (zero: lowest compared OMol25 entry of this formula, charge and spin): 152.2 kcal/mol
Calculated total energy: -1879.85312 hartree
Highest occupied orbital energy: -0.28742 hartree
Max |F|: 6.1 eV/A
SMILES: CN(C)C(=O)Cc1ccc2nsnc2c1P(C)O.CC#N.CC#N.CC#N
Frontier orbital gap: 0.251 Eh
LUMO: -1.0 eV

Last column: Mulliken charge in e.
Cartesian coordinates (Å):
C: 1.8312 -2.3947 2.5735  -0.905
N: 0.6239 -1.6118 2.0889  -0.016
C: -0.5207 -2.6144 2.1287  -0.389
C: 0.9012 -1.1567 0.7206  0.327
O: 2.0950 -1.3028 0.2742  -0.576
C: -0.2193 -0.4896 -0.2563  -0.784
C: 0.6180 0.0135 -1.5568  0.322
C: 0.8685 -1.1188 -2.6585  -0.465
C: 1.7092 -0.6859 -3.8974  -0.597
C: 2.2833 0.7869 -4.0928  0.440
N: 3.0876 1.2965 -5.2004  -0.572
S: 3.3569 2.9298 -4.7171  0.160
N: 2.5891 3.1653 -3.1810  -0.513
C: 1.9838 1.8499 -2.9371  0.597
C: 1.1383 1.4653 -1.6528  0.207
P: 0.7686 2.6879 -0.2395  0.306
C: 0.2349 4.2820 -1.1690  -0.719
O: 2.1844 3.0669 0.6608  -0.567
H: 1.6394 -2.8732 3.6076  0.356
H: 2.7562 -1.7194 2.6999  0.261
H: 2.0349 -3.2896 1.8623  0.303
H: -1.4167 -2.2054 2.7387  0.231
H: -0.2018 -3.5796 2.6894  0.132
H: -0.8044 -2.8467 1.0413  0.225
H: -0.7802 0.3719 0.2513  0.419
H: -1.0142 -1.2732 -0.5455  0.221
H: 0.4473 -2.1788 -2.5232  0.345
H: 1.9440 -1.4744 -4.7059  0.289
H: -0.8765 4.4992 -0.9881  -0.054
H: 0.3660 4.1433 -2.3105  0.302
H: 0.8640 5.1873 -0.8639  0.328
H: 2.5503 2.2576 1.1044  0.316
C: -3.1842 6.9363 0.1511  -0.745
C: -3.2193 5.4381 0.0720  0.357
N: -3.2467 4.2549 0.0099  -0.391
H: -4.0378 7.3562 -0.3837  0.269
H: -3.2261 7.2538 1.1943  0.267
H: -2.2627 7.3102 -0.2986  0.277
C: 2.5172 -6.0183 4.0823  -0.824
C: 1.2135 -5.7725 3.3812  0.441
N: 0.1835 -5.5782 2.8273  -0.483
H: 2.3732 -6.7343 4.8932  0.333
H: 3.2474 -6.4199 3.3777  0.268
H: 2.8982 -5.0829 4.4961  0.259
C: -4.6832 -1.2997 -1.2030  -0.861
C: -3.8042 -1.4628 0.0025  0.443
N: -3.1093 -1.5908 0.9548  -0.395
H: -5.5902 -1.8948 -1.0840  0.311
H: -4.9583 -0.2504 -1.3222  0.273
H: -4.1530 -1.6330 -2.0969  0.271

Cartesian forces (eV/Å) of the 6 atoms listed first:
C 0.903 -0.263 0.601
N 0.835 -1.563 -1.757
C -1.072 -0.080 0.637
C 3.091 -0.746 -0.511
O -4.486 0.979 1.425
C 0.884 0.064 -0.136